(one)
Molecular formula: C5H11N2O
Method: DFT, the ωB97M-V functional and the def2-TZVPD basis

Values from the calculation:
Net charge: +1
Spin multiplicity: 1

Last column: Löwdin charge in e.
Cartesian coordinates (Å):
C1 -2.919 -0.641 -0.217  -0.064
C2 -1.668 -1.138 -1.017  -0.163
C3 -0.454 -0.340 -0.745  -0.219
C4 0.255 -0.406 0.413  0.010
N1 1.446 0.232 0.213  0.127
C5 1.467 0.778 -1.015  -0.023
N2 0.304 0.448 -1.586  0.158
H1 -2.633 -0.488 0.829  0.074
H2 -3.233 0.360 -0.535  0.085
H3 -3.715 -1.348 -0.326  0.072
H4 -1.964 -1.022 -2.068  0.118
H5 -1.489 -2.205 -0.880  0.125
H6 0.069 -1.091 1.227  0.155
H7 2.192 0.486 0.850  0.137
H8 2.186 1.483 -1.413  0.165
H9 -0.012 0.678 -2.522  0.189
H10 3.017 1.668 3.614  0.065
H11 4.038 1.287 2.445  0.056
O1 3.110 1.260 2.735  -0.068



(two)
Molecular formula: C5H11N2O
Method: DFT, the ωB97M-V functional and the def2-TZVPD basis

Values from the calculation:
Structure (SMILES): CC(C)C(=O)C(N)=[NH2+]
Net charge: +1
Spin multiplicity: 1

Last column: Löwdin charge in e.
Cartesian coordinates (Å):
C1 -1.351 -0.970 0.993  0.001
C2 -0.974 -0.008 -0.194  -0.368
C3 -2.143 0.894 -0.614  -0.040
C4 0.180 0.767 0.129  -0.316
O1 0.325 1.851 0.604  0.189
C5 1.663 0.073 -0.088  -0.265
N1 2.150 -0.704 0.831  0.207
N2 2.375 0.300 -1.160  0.219
H1 -1.322 -0.599 1.972  0.079
H2 -2.303 -1.276 0.626  0.071
H3 -0.730 -1.870 0.751  0.099
H4 -0.676 -0.699 -0.985  0.148
H5 -2.280 1.775 0.005  0.081
H6 -2.011 1.260 -1.673  0.103
H7 -3.172 0.316 -0.529  0.130
H8 1.736 -1.026 1.705  0.148
H9 3.244 -0.856 0.811  0.202
H10 1.962 0.784 -1.994  0.181
H11 3.327 -0.011 -1.190  0.132



In kcal/mol, relative to the most stable structure: (one) 0.0; (two) 34.3.



(one)
Molecular formula: C5H11N2O
Method: DFT, the ωB97M-V functional and the def2-TZVPD basis

Values from the calculation:
Net charge: +1
Spin multiplicity: 1

Last column: Löwdin charge in e.
Cartesian coordinates (Å):
C1 1.090 -0.068 -2.803  0.034
C2 1.382 -1.039 -1.851  -0.216
C3 2.699 -1.465 -3.571  -0.036
N1 1.885 -0.431 -3.870  0.090
N2 2.392 -1.848 -2.332  0.161
C4 0.000 0.000 0.000  -0.098
C5 0.834 -1.158 -0.483  -0.204
H1 0.447 0.807 -2.709  0.149
H2 3.393 -1.854 -4.316  0.167
H3 1.736 -0.055 -4.824  0.197
H4 2.886 -2.579 -1.788  0.210
H5 -0.898 0.244 -0.592  0.090
H6 0.642 0.896 0.051  0.093
H7 -0.315 -0.267 1.023  0.091
H8 1.646 -1.310 0.254  0.135
H9 0.224 -2.082 -0.506  0.136
O1 1.636 -2.948 3.607  -0.095
H10 0.785 -3.393 3.395  0.045
H11 1.458 -2.456 4.441  0.052



(two)
Molecular formula: C5H11N2O
Method: DFT, the ωB97M-V functional and the def2-TZVPD basis

Values from the calculation:
Net charge: +1
Spin multiplicity: 1

Last column: Löwdin charge in e.
Cartesian coordinates (Å):
C1 -1.719 0.775 1.031  -0.341
C2 1.263 -1.387 -0.543  0.044
C3 0.688 -2.069 0.759  0.018
C4 1.122 -0.721 0.718  -0.270
C5 -2.564 0.199 -1.154  -0.045
N1 -1.707 0.217 -0.012  0.087
N2 1.126 0.429 1.227  0.298
O1 -1.429 1.017 2.117  0.169
H1 3.265 3.436 -1.054  -0.004
H2 2.101 -1.867 -0.861  0.090
H3 0.543 -1.104 -1.371  0.150
H4 -0.386 -2.177 0.875  0.128
H5 1.202 -2.653 1.472  0.127
H6 -1.927 -0.294 -1.953  0.109
H7 -3.205 -0.539 -0.935  0.050
H8 -3.065 1.037 -1.509  0.081
H9 2.937 3.965 -1.361  0.007
H10 1.300 1.086 0.528  0.136
H11 0.456 0.649 2.025  0.166



In kcal/mol, relative to the most stable structure: (one) 0.0; (two) 103.3.



(one)
Molecular formula: C6H10INS
Method: DFT, the ωB97M-V functional and the def2-TZVPD basis

Values from the calculation:
Net charge: 0
Spin multiplicity: 1

Last column: Löwdin charge in e.
Cartesian coordinates (Å):
C1 -0.089 -2.111 1.382  -0.190
C2 -1.215 -1.361 0.669  -0.151
C3 1.717 0.073 -1.719  -0.512
C4 1.146 1.205 0.254  -0.197
C5 0.245 -1.270 0.200  -0.613
C6 -0.097 1.778 -0.398  -0.049
N1 2.159 0.826 -0.616  -0.653
S1 1.221 -1.769 -1.149  0.777
I1 3.797 0.015 0.192  0.982
H1 0.235 -1.809 2.321  0.058
H2 -0.003 -3.263 1.201  0.129
H3 -1.955 -1.838 0.015  0.098
H4 -1.619 -0.515 1.032  0.025
H5 0.836 0.292 -2.198  0.025
H6 2.400 -0.076 -2.461  0.029
H7 1.545 1.377 1.167  0.038
H8 -0.126 2.772 -0.175  0.040
H9 -0.910 1.452 0.269  0.077
H10 -0.325 1.513 -1.429  0.086



(two)
Molecular formula: C6H10INS
Method: DFT, the ωB97M-V functional and the def2-TZVPD basis

Values from the calculation:
Structure (SMILES): C[C@@H]1N(I)CSC12CC2
Net charge: 0
Spin multiplicity: 1

Last column: Löwdin charge in e.
Cartesian coordinates (Å):
C1 0.430 -1.152 1.421  -0.054
C2 0.604 -0.568 -0.063  -0.421
N1 1.595 0.471 -0.239  -0.610
I1 3.545 -0.208 -0.014  0.858
C3 1.322 1.591 0.484  -0.576
S1 -0.542 1.887 0.161  0.931
C4 -0.720 0.231 -0.418  -0.733
C5 -1.437 0.078 -1.747  -0.158
C6 -2.056 -0.390 -0.468  -0.158
H1 0.279 -0.438 2.345  0.123
H2 1.256 -1.919 1.528  0.069
H3 -0.472 -1.647 1.268  0.014
H4 0.858 -1.403 -0.661  0.108
H5 1.483 1.676 1.516  0.045
H6 1.794 2.462 -0.013  0.079
H7 -1.092 -0.579 -2.613  0.119
H8 -1.944 1.000 -2.230  0.120
H9 -2.850 0.364 -0.167  0.120
H10 -2.053 -1.458 -0.089  0.124



In kcal/mol, relative to the most stable structure: (one) 66.3; (two) 0.0.



(one)
Molecular formula: C2H6OS2
Method: DFT, the ωB97M-V functional and the def2-TZVPD basis

Values from the calculation:
Structure (SMILES): C=CO.SS
Net charge: 0
Spin multiplicity: 1

Last column: Löwdin charge in e.
Cartesian coordinates (Å):
C1 -1.589 0.345 -1.935  -0.043
C2 -2.508 -0.493 -1.284  -0.205
O1 -2.169 -1.880 -0.840  -0.121
H1 -2.100 1.151 -2.587  0.059
H2 -0.614 0.679 -1.358  0.045
H3 -3.554 -0.260 -1.052  0.092
H4 -3.107 -2.328 -0.759  0.129
S1 0.667 -0.001 1.059  0.173
S2 2.426 0.857 0.780  0.195
H5 -0.350 0.915 1.008  -0.160
H6 2.160 2.075 1.370  -0.164



(two)
Molecular formula: C2H6OS2
Method: DFT, the ωB97M-V functional and the def2-TZVPD basis

Values from the calculation:
Structure (SMILES): C=O.CSS
Net charge: 0
Spin multiplicity: 1

Last column: Löwdin charge in e.
Cartesian coordinates (Å):
C1 6.034 -1.247 0.367  -0.158
O1 6.565 -0.183 0.300  0.003
H1 6.092 -1.889 1.261  0.078
H2 5.437 -1.636 -0.475  0.077
C2 -4.048 0.101 -0.021  -0.490
S1 -4.036 1.898 -0.300  0.337
S2 -2.149 2.209 -1.178  0.284
H3 -3.903 -0.573 -0.861  0.041
H4 -5.046 -0.047 0.399  0.023
H5 -3.354 0.011 0.813  0.015
H6 -1.592 1.356 -0.306  -0.210



(three)
Molecular formula: C2H6OS2
Method: DFT, the ωB97M-V functional and the def2-TZVPD basis

Values from the calculation:
Structure (SMILES): C=CO.SS
Net charge: 0
Spin multiplicity: 1

Last column: Löwdin charge in e.
Cartesian coordinates (Å):
C1 1.786 -1.131 -0.794  0.022
C2 2.146 -0.057 -0.071  -0.310
O1 3.067 0.832 -0.586  -0.023
H1 0.914 -1.757 -0.829  0.044
H2 2.511 -1.117 -1.601  0.060
H3 1.744 0.149 0.927  0.076
H4 3.724 0.823 0.110  0.088
S1 -2.122 -0.117 -0.592  0.233
S2 -1.199 0.155 1.265  0.218
H5 -1.625 1.064 -0.977  -0.213
H6 -2.392 0.402 1.886  -0.195



(four)
Molecular formula: C2H6OS2
Method: DFT, the ωB97M-V functional and the def2-TZVPD basis

Values from the calculation:
Structure (SMILES): C=CO.SS
Net charge: 0
Spin multiplicity: 1

Last column: Löwdin charge in e.
Cartesian coordinates (Å):
C1 2.855 1.036 -0.249  -0.003
C2 1.884 1.250 0.674  -0.267
O1 0.760 1.999 0.407  -0.044
H1 3.771 0.567 -0.077  0.020
H2 2.734 1.581 -1.207  0.065
H3 2.089 1.549 1.787  0.152
H4 0.690 2.249 -0.509  0.078
S1 -3.210 -3.376 -0.591  0.173
S2 -4.515 -1.820 0.064  0.152
H5 -3.190 -4.160 0.541  -0.191
H6 -3.868 -0.875 -0.840  -0.134



In kcal/mol, relative to the most stable structure: (one) 49.3; (two) 0.0; (three) 9.1; (four) 23.6.



(one)
Molecular formula: C2H7N2S
Method: DFT, the ωB97M-V functional and the def2-TZVPD basis

Values from the calculation:
Net charge: -1
Spin multiplicity: 1

Last column: Löwdin charge in e.
Cartesian coordinates (Å):
C1 1.793 -0.535 1.201  -0.746
S1 0.501 0.345 2.079  0.119
H1 1.448 -1.513 0.812  -0.009
H2 2.565 -0.813 1.943  -0.024
H3 2.320 0.054 0.445  -0.012
N1 -1.479 -0.396 -0.277  0.061
C2 -1.386 0.808 -0.869  -0.411
N2 -1.621 1.026 -2.151  -0.086
H4 -1.952 -1.114 -0.803  0.082
H5 -0.778 -0.566 0.473  -0.044
H6 -0.740 1.541 -0.355  0.078
H7 -0.671 1.164 -2.498  -0.006



(two)
Molecular formula: C2H7N2S
Method: DFT, the ωB97M-V functional and the def2-TZVPD basis

Values from the calculation:
Net charge: -1
Spin multiplicity: 1

Last column: Löwdin charge in e.
Cartesian coordinates (Å):
C1 -2.296 0.333 0.661  -0.647
S1 -0.709 0.957 1.390  0.125
H1 -2.329 -0.761 0.722  -0.016
H2 -2.336 0.551 -0.414  -0.010
H3 -3.053 0.675 1.369  -0.030
N1 0.652 0.187 -1.198  0.018
C2 1.390 -0.829 -0.744  -0.450
N2 2.079 -1.602 -1.568  -0.048
H4 0.563 0.105 -2.199  0.077
H5 0.073 0.711 -0.450  -0.087
H6 1.237 -1.124 0.300  0.087
H7 2.855 -1.886 -0.961  -0.019



In kcal/mol, relative to the most stable structure: (one) 19.9; (two) 0.0.